Density functional theory data (ωB97M-V/def2-TZVPD) for the molecule C2H3N3O in a non-equilibrium geometry.

Structure (SMILES): Oc1ncn[nH]1
ΔE to the lowest compared entry with this formula, charge and spin in kcal/mol: 12.1
E_HOMO in hartree: -0.3604
Orbital gap in Eh: 0.385
Energy in Eh: -317.51312

ORCA input file:
```
! wB97M-V def2-TZVPD RIJCOSX def2/J DEFGRID3
* xyz 0 1
O -1.99324 0.08072 -0.01571
C -0.63810 -0.01490 -0.03491
N 0.01021 -1.12974 0.00704
C 1.30701 -0.68382 0.01106
N 1.51081 0.57891 -0.03044
N 0.20261 1.08369 0.06567
H -2.33399 -0.85692 0.09015
H 2.19753 -1.36198 -0.01448
H 0.00347 2.03542 -0.10276
*
```

Mulliken atomic charge list, values in e, 6 entries:
1 O -0.500
2 C 0.542
3 N -0.558
4 C -0.011
5 N -0.537
6 N 0.093